C80H192F12N10O28P4S12 | wB97M-V/def2-TZVPD

CARTESIAN COORDINATES (ANGSTROEM)
C (3.463, -1.674, -1.679)
C (2.448, -0.478, -1.245)
C (1.552, -0.721, 0.000)
O (0.667, 0.436, 0.188)
C (0.013, 0.468, 1.477)
N (3.338, 0.788, -1.150)
H (3.922, 0.947, -1.958)
H (2.771, 1.595, -0.933)
H (3.966, 0.803, -0.359)
H (3.944, -1.607, -2.655)
H (2.950, -2.610, -1.899)
H (4.091, -1.946, -0.830)
H (1.805, -0.295, -2.106)
H (2.252, -0.812, 0.830)
H (0.986, -1.653, 0.021)
H (0.683, 0.507, 2.336)
H (-0.743, -0.304, 1.623)
H (-0.377, 1.486, 1.466)
C (8.245, 1.180, 0.533)
C (7.675, 1.289, -0.907)
C (8.764, 0.955, -2.074)
O (9.439, 2.161, -2.245)
C (10.425, 2.237, -3.212)
N (6.645, 0.256, -1.051)
H (6.217, 0.392, -1.956)
H (6.869, -0.709, -0.854)
H (6.041, 0.441, -0.263)
H (7.396, 1.366, 1.191)
H (9.092, 1.816, 0.791)
H (8.556, 0.153, 0.728)
H (7.227, 2.270, -1.068)
H (8.208, 0.809, -3.000)
H (9.482, 0.171, -1.834)
H (11.056, 3.016, -2.783)
H (10.016, 2.638, -4.140)
H (11.059, 1.351, -3.209)
C (1.057, 2.122, 9.508)
C (-0.214, 1.338, 9.237)
C (-1.548, 2.184, 9.445)
O (-1.910, 2.264, 10.836)
C (-2.336, 1.083, 11.476)
N (-0.199, 0.748, 7.857)
H (0.616, 0.153, 7.813)
H (-0.941, 0.072, 7.746)
H (-0.136, 1.301, 7.013)
H (1.239, 2.799, 8.673)
H (1.785, 1.311, 9.538)
H (1.118, 2.670, 10.448)
H (-0.281, 0.466, 9.888)
H (-2.404, 1.782, 8.903)
H (-1.401, 3.177, 9.022)
H (-3.015, 0.510, 10.845)
H (-2.746, 1.443, 12.419)
H (-1.573, 0.370, 11.787)
C (1.821, -2.239, 4.485)
C (0.338, -1.827, 4.400)
C (-0.517, -3.175, 4.734)
O (-0.523, -4.067, 3.614)
C (-0.897, -5.506, 3.885)
N (0.236, -0.770, 5.420)
H (0.317, 0.179, 5.084)
H (-0.706, -0.708, 5.780)
H (0.983, -0.910, 6.084)
H (2.038, -2.846, 5.364)
H (2.578, -1.457, 4.420)
H (2.135, -2.976, 3.746)
H (0.162, -1.489, 3.378)
H (-1.504, -2.911, 5.114)
H (-0.040, -3.745, 5.530)
H (-1.762, -5.644, 4.533)
H (-0.056, -6.106, 4.232)
H (-1.138, -5.945, 2.917)
C (-3.498, -0.021, 0.193)
C (-4.181, -0.954, -0.856)
C (-4.575, -2.341, -0.313)
C (-5.443, -3.069, -1.404)
P (-6.042, -4.727, -0.793)
C (-6.518, -4.721, 1.044)
C (-5.322, -4.711, 2.080)
C (-5.842, -4.305, 3.416)
C (-5.252, -5.209, 4.509)
C (-4.669, -5.873, -0.985)
C (-4.964, -7.292, -0.525)
C (-3.718, -8.092, -0.255)
C (-3.109, -8.811, -1.414)
C (-7.332, -5.437, -1.862)
C (-7.256, -4.922, -3.346)
C (-8.416, -5.229, -4.212)
C (-8.299, -4.757, -5.652)
H (-4.143, 0.789, 0.535)
H (-2.604, 0.519, -0.120)
H (-3.284, -0.654, 1.054)
H (-3.392, -1.118, -1.589)
H (-4.952, -0.366, -1.354)
H (-5.161, -2.114, 0.578)
H (-3.662, -2.800, 0.067)
H (-4.857, -3.159, -2.318)
H (-6.293, -2.415, -1.597)
H (-7.088, -5.593, 1.365)
H (-7.129, -3.820, 1.101)
H (-4.562, -3.998, 1.761)
H (-4.788, -5.660, 2.045)
H (-6.924, -4.434, 3.439)
H (-5.532, -3.307, 3.726)
H (-4.184, -4.997, 4.451)
H (-5.325, -6.277, 4.301)
H (-5.508, -4.934, 5.532)
H (-3.806, -5.409, -0.507)
H (-4.369, -5.853, -2.033)
H (-5.506, -7.760, -1.346)
H (-5.580, -7.222, 0.372)
H (-4.030, -8.801, 0.512)
H (-2.800, -7.674, 0.157)
H (-3.898, -9.391, -1.895)
H (-2.163, -9.306, -1.197)
H (-2.861, -8.078, -2.182)
H (-8.272, -4.973, -1.562)
H (-7.489, -6.499, -1.669)
H (-6.387, -5.455, -3.730)
H (-6.964, -3.882, -3.491)
H (-9.311, -4.871, -3.704)
H (-8.516, -6.312, -4.134)
H (-8.242, -3.676, -5.780)
H (-9.236, -5.027, -6.138)
H (-7.538, -5.251, -6.257)
C (-4.787, 2.079, -2.872)
C (-3.845, 3.263, -2.908)
C (-2.395, 2.918, -3.443)
C (-1.637, 4.267, -3.664)
P (0.162, 4.128, -4.232)
C (0.571, 5.622, -5.091)
C (1.988, 5.701, -5.750)
C (2.152, 7.115, -6.360)
C (1.668, 7.159, -7.775)
C (0.606, 2.709, -5.337)
C (0.522, 1.227, -4.705)
C (0.687, 0.194, -5.803)
C (-0.552, -0.063, -6.659)
C (1.272, 4.042, -2.769)
C (1.061, 5.301, -1.868)
C (1.995, 5.192, -0.622)
C (1.983, 6.491, 0.139)
H (-5.443, 2.026, -3.741)
H (-5.308, 1.924, -1.927)
H (-4.240, 1.175, -3.142)
H (-3.713, 3.689, -1.913)
H (-4.115, 4.133, -3.507)
H (-2.345, 2.504, -4.450)
H (-1.875, 2.280, -2.729)
H (-1.686, 5.093, -2.954)
H (-2.134, 4.509, -4.603)
H (0.262, 6.527, -4.567)
H (-0.171, 5.567, -5.888)
H (2.146, 4.842, -6.402)
H (2.700, 5.647, -4.926)
H (3.129, 7.595, -6.406)
H (1.547, 7.844, -5.822)
H (2.348, 6.717, -8.502)
H (1.589, 8.170, -8.174)
H (0.723, 6.622, -7.863)
H (1.624, 2.811, -5.714)
H (-0.005, 2.663, -6.238)
H (-0.350, 1.201, -4.052)
H (1.412, 1.072, -4.095)
H (0.838, -0.758, -5.294)
H (1.540, 0.322, -6.470)
H (-1.515, -0.299, -6.207)
H (-0.292, -0.895, -7.314)
H (-0.714, 0.802, -7.303)
H (2.314, 4.015, -3.085)
H (0.966, 3.181, -2.174)
H (0.024, 5.379, -1.543)
H (1.311, 6.180, -2.461)
H (2.997, 4.994, -1.003)
H (1.920, 4.368, 0.088)
H (1.062, 6.559, 0.718)
H (2.296, 7.303, -0.517)
H (2.722, 6.535, 0.938)
C (-7.321, 10.453, 0.562)
C (-5.866, 10.906, 0.681)
C (-5.199, 10.128, 1.847)
C (-3.611, 10.141, 1.850)
P (-2.867, 8.641, 2.534)
C (-1.104, 8.797, 2.229)
C (-0.505, 10.070, 2.828)
C (1.037, 10.207, 2.756)
C (1.703, 11.472, 3.367)
C (-3.248, 8.527, 4.352)
C (-2.886, 7.162, 4.998)
C (-3.360, 7.248, 6.434)
C (-2.836, 6.010, 7.120)
C (-3.578, 7.254, 1.686)
C (-2.847, 5.906, 1.838)
C (-2.504, 5.242, 0.477)
C (-1.732, 3.889, 0.713)
H (-7.749, 10.959, -0.303)
H (-8.050, 10.651, 1.347)
H (-7.459, 9.392, 0.354)
H (-5.728, 11.944, 0.984)
H (-5.382, 10.806, -0.291)
H (-5.610, 9.169, 2.164)
H (-5.606, 10.581, 2.752)
H (-3.078, 10.974, 2.309)
H (-3.238, 10.257, 0.833)
H (-0.901, 8.843, 1.160)
H (-0.616, 7.949, 2.711)
H (-0.799, 10.168, 3.873)
H (-0.912, 10.941, 2.315)
H (1.303, 10.407, 1.718)
H (1.661, 9.392, 3.124)
H (1.332, 11.725, 4.360)
H (1.634, 12.369, 2.752)
H (2.781, 11.326, 3.437)
H (-4.333, 8.439, 4.418)
H (-2.906, 9.362, 4.963)
H (-1.805, 7.149, 4.853)
H (-3.414, 6.355, 4.490)
H (-4.430, 7.437, 6.513)
H (-2.944, 8.096, 6.980)
H (-1.773, 5.966, 6.881)
H (-3.401, 5.119, 6.847)
H (-2.719, 6.125, 8.197)
H (-3.787, 7.557, 0.660)
H (-4.550, 7.042, 2.131)
H (-3.573, 5.251, 2.320)
H (-1.930, 6.050, 2.409)
H (-2.034, 5.977, -0.176)
H (-3.422, 4.997, -0.058)
H (-1.254, 3.500, -0.185)
H (-2.303, 3.098, 1.201)
H (-0.933, 4.117, 1.418)
C (5.254, -4.560, -6.228)
C (4.777, -3.711, -5.064)
C (4.168, -4.735, -4.059)
C (2.973, -5.413, -4.680)
P (2.206, -6.641, -3.495)
C (2.217, -5.847, -1.791)
C (1.371, -6.314, -0.682)
C (1.773, -5.591, 0.570)
C (2.899, -6.161, 1.428)
C (3.356, -8.080, -3.479)
C (3.106, -9.365, -2.584)
C (3.935, -9.645, -1.304)
C (5.410, -9.320, -1.395)
C (0.643, -7.277, -4.168)
C (0.756, -8.396, -5.227)
C (-0.409, -8.503, -6.084)
C (-1.655, -8.912, -5.336)
H (4.397, -4.507, -6.900)
H (5.659, -5.545, -5.995)
H (6.087, -4.036, -6.696)
H (4.173, -2.903, -5.478)
H (5.531, -3.134, -4.529)
H (3.806, -4.204, -3.179)
H (4.886, -5.442, -3.644)
H (3.286, -5.941, -5.581)
H (2.176, -4.755, -5.026)
H (1.884, -4.817, -1.914)
H (3.255, -5.947, -1.475)
H (1.498, -7.379, -0.486)
H (0.323, -6.155, -0.936)
H (0.935, -5.475, 1.257)
H (2.018, -4.535, 0.458)
H (3.103, -5.618, 2.350)
H (3.786, -6.225, 0.798)
H (2.780, -7.225, 1.635)
H (4.383, -7.743, -3.335)
H (3.382, -8.511, -4.480)
H (3.017, -10.235, -3.235)
H (2.075, -9.305, -2.233)
H (3.703, -10.686, -1.081)
H (3.359, -9.108, -0.550)
H (5.964, -9.964, -0.711)
H (5.621, -8.310, -1.044)
H (5.911, -9.469, -2.351)
H (-0.019, -6.476, -4.499)
H (0.075, -7.711, -3.345)
H (1.015, -9.387, -4.855)
H (1.534, -7.992, -5.875)
H (-0.139, -9.115, -6.945)
H (-0.406, -7.508, -6.530)
H (-1.462, -9.688, -4.596)
H (-2.350, -9.296, -6.084)
H (-2.282, -8.145, -4.881)
N (6.780, -2.516, -1.003)
S (7.764, -3.271, -2.211)
O (7.279, -4.314, -3.059)
O (9.157, -3.323, -1.872)
F (7.787, -2.075, -3.258)
S (6.275, -3.810, -0.501)
O (7.138, -4.828, 0.102)
O (5.062, -4.281, -1.118)
F (5.630, -3.193, 0.898)
N (-2.141, -1.059, 6.968)
S (-3.610, -0.772, 6.012)
O (-4.306, 0.426, 6.432)
O (-4.364, -1.921, 5.500)
F (-2.786, -0.172, 4.724)
S (-2.851, -1.898, 7.942)
O (-2.962, -3.306, 7.685)
O (-3.666, -1.282, 8.943)
F (-1.579, -2.020, 8.934)
N (4.958, 1.115, 1.050)
S (4.841, 0.342, 2.379)
O (3.543, 0.375, 3.063)
O (6.067, 0.218, 3.159)
F (4.725, -0.979, 1.502)
S (4.810, 2.653, 1.911)
O (5.744, 2.957, 3.016)
O (3.500, 3.290, 1.877)
F (5.412, 3.511, 0.704)
N (5.063, 1.549, -3.191)
S (5.418, 2.990, -3.433)
O (4.449, 3.786, -4.108)
O (6.817, 3.308, -3.745)
F (5.363, 3.382, -1.858)
S (5.095, 1.013, -4.795)
O (6.367, 0.519, -5.273)
O (4.294, 1.758, -5.775)
F (4.202, -0.378, -4.630)
N (-0.013, -4.558, -3.352)
S (-0.203, -3.089, -3.815)
O (-0.526, -2.052, -2.813)
O (-0.741, -2.935, -5.133)
F (1.358, -2.829, -4.085)
S (-1.601, -4.637, -2.641)
O (-2.781, -4.688, -3.550)
O (-1.748, -4.041, -1.344)
F (-1.476, -6.198, -2.108)
N (0.015, 2.022, 5.308)
S (0.930, 3.058, 4.623)
O (1.276, 4.277, 5.276)
O (0.943, 3.112, 3.105)
F (2.326, 2.174, 4.920)
S (-1.354, 2.944, 4.984)
O (-2.250, 2.296, 4.018)
O (-1.384, 4.390, 5.038)
F (-2.066, 2.615, 6.402)

E_HOMO, eV: -11.80
Orbital gap, eV: 8.26
Energy, Eh: -13158.60905
Net charge: +2
E_LUMO, eV: -3.534

---

C5H7F3OS | wB97M-V/def2-TZVPD

CARTESIAN COORDINATES (ANGSTROEM)
C (4.121, -1.785, -0.170)
C (-2.144, -0.472, 0.448)
C (-0.949, -0.741, -0.468)
C (0.309, 0.068, -0.087)
C (0.155, 1.585, -0.419)
O (3.241, -1.417, -0.779)
F (0.247, 1.765, -1.759)
F (-0.963, 2.116, -0.076)
F (1.103, 2.384, 0.062)
S (0.667, 0.123, 1.741)
H (1.307, -0.252, -0.553)
H (-3.055, -0.907, 0.048)
H (-2.400, 0.589, 0.618)
H (-2.027, -0.888, 1.438)
H (-0.526, -1.711, -0.191)
H (-1.135, -0.416, -1.484)
H (2.050, -0.041, 1.630)

E_HOMO (spin up / spin down), eV: -4.43 / -11.68
Orbital gap (spin up / spin down), eV: 5.04 / 8.57
Energy, Eh: -967.53890
Net charge: 0
E_LUMO (spin up / spin down), eV: 0.607 / -3.104
2S+1: 3

---

C26H34MoNS | wB97M-V/def2-TZVPD

CARTESIAN COORDINATES (ANGSTROEM)
C (-1.329, 1.854, 0.321)
C (-0.112, 2.253, -0.342)
C (0.979, 2.062, 0.576)
C (0.443, 1.538, 1.803)
C (-0.980, 1.361, 1.632)
Mo (-0.045, 0.055, 0.145)
C (2.624, -1.660, 0.248)
C (1.114, -1.831, 0.455)
H (0.684, -2.641, -0.154)
C (0.379, -1.488, 1.638)
H (0.895, -1.289, 2.584)
H (-0.613, -1.948, 1.796)
C (3.236, -3.031, -0.063)
H (2.823, -3.439, -0.991)
H (4.318, -2.944, -0.184)
H (3.020, -3.726, 0.761)
C (3.312, -1.112, 1.500)
H (2.987, -0.094, 1.738)
H (3.091, -1.758, 2.361)
H (4.397, -1.092, 1.369)
C (-0.051, 2.927, -1.669)
H (-0.668, 2.398, -2.407)
H (-0.428, 3.955, -1.587)
H (0.973, 2.968, -2.045)
C (2.383, 2.501, 0.342)
H (2.660, 2.366, -0.707)
H (2.495, 3.564, 0.595)
H (3.092, 1.930, 0.950)
C (1.179, 1.426, 3.095)
H (2.261, 1.426, 2.942)
H (0.945, 2.278, 3.749)
H (0.912, 0.513, 3.634)
C (-1.951, 0.911, 2.675)
H (-1.458, 0.285, 3.425)
H (-2.407, 1.769, 3.187)
H (-2.756, 0.318, 2.230)
C (-2.698, 2.128, -0.196)
H (-3.441, 1.487, 0.283)
H (-2.977, 3.175, -0.011)
H (-2.749, 1.953, -1.274)
C (1.902, -0.314, -1.850)
C (2.909, -0.725, -0.987)
C (2.138, 0.640, -2.849)
C (4.218, -0.295, -1.228)
H (0.907, -0.817, -1.772)
C (3.439, 1.097, -3.064)
H (1.291, 0.962, -3.449)
C (4.487, 0.612, -2.257)
H (5.035, -0.676, -0.609)
H (3.643, 1.801, -3.871)
H (5.519, 0.916, -2.444)
S (-1.606, -1.301, -1.285)
C (-3.225, -1.131, -0.763)
N (-3.573, -1.566, 0.498)
C (-4.807, -1.303, 1.030)
C (-5.756, -0.681, 0.248)
C (-5.481, -0.365, -1.087)
C (-4.221, -0.630, -1.603)
H (-2.861, -2.045, 1.056)
H (-4.957, -1.619, 2.060)
H (-6.732, -0.459, 0.679)
H (-6.242, 0.088, -1.723)
H (-3.937, -0.425, -2.630)

E_HOMO (spin up / spin down), eV: -10.28 / -10.25
Orbital gap (spin up / spin down), eV: 6.68 / 6.66
Energy relative to the best compared isomer or geometry (same formula, charge and spin), eV: 0.000
Energy, Eh: -1532.04650
Net charge: +1
E_LUMO (spin up / spin down), eV: -3.608 / -3.594
2S+1: 3